80
Properties=species:S:1:pos:R:3:mulliken_charge:R:1 method="wB97M-V/def2-TZVPD" gap_ev=5.5 charge=+2 lumo_ev=-6.666
C -1.207 6.638 -2.691 -0.303
C -1.577 5.288 -2.839 0.668
C -1.683 4.744 -4.141 -0.323
C -1.414 5.580 -5.237 -0.385
N -1.089 6.867 -5.071 -0.512
C -0.953 7.393 -3.851 -0.363
C -1.689 4.440 -1.671 0.170
C -1.234 3.553 -0.939 -0.986
C -0.213 2.540 -0.636 -0.729
C 0.821 2.800 0.274 -0.395
C 1.756 1.812 0.578 -0.931
C 1.588 0.520 0.065 -0.163
C 0.556 0.254 -0.850 0.641
C -0.344 1.253 -1.188 0.094
Ba -2.515 2.104 0.983 1.620
P 2.722 -0.831 0.504 1.167
H -1.962 3.703 -4.278 0.470
H -1.111 7.063 -1.697 0.439
H -1.481 5.180 -6.257 0.369
H -0.648 8.444 -3.759 0.367
H -1.138 1.070 -1.929 0.379
H 0.925 3.801 0.699 0.522
H 0.440 -0.734 -1.319 -0.134
H 2.640 2.055 1.171 0.466
C 1.866 -1.865 1.697 0.694
C 2.220 -3.343 1.945 -1.318
H 0.796 -1.778 1.426 -0.634
H 1.928 -1.302 2.643 0.186
H 1.859 -3.633 2.941 0.432
H 1.720 -4.004 1.225 0.314
H 3.293 -3.561 1.898 0.329
C 3.065 -1.525 -1.108 -0.566
C 3.485 -0.453 -2.118 -1.209
H 2.161 -2.059 -1.417 0.356
H 3.836 -2.278 -0.941 0.688
H 3.467 -0.872 -3.124 0.419
H 2.803 0.407 -2.127 0.276
H 4.497 -0.078 -1.920 0.362
C 4.203 -0.035 1.140 -0.732
C 5.415 -0.920 1.405 -1.349
H 3.908 0.501 2.054 0.431
H 4.462 0.741 0.407 0.531
H 6.257 -0.291 1.705 0.388
H 5.230 -1.625 2.218 0.348
H 5.716 -1.483 0.516 0.342
Br -1.444 -0.573 1.460 -0.737
P -2.795 -3.207 -1.805 -0.126
C -0.964 -3.379 -1.567 0.674
C -0.525 -4.820 -1.844 -1.477
H -0.731 -3.070 -0.535 -0.402
H -0.466 -2.685 -2.261 0.235
H 0.561 -4.872 -1.981 0.365
H -0.785 -5.486 -1.014 0.368
H -0.994 -5.210 -2.756 0.414
C -3.376 -3.033 -0.063 0.080
C -4.685 -3.782 0.214 -1.413
H -3.474 -1.960 0.158 0.022
H -2.578 -3.433 0.581 0.285
H -4.886 -3.798 1.291 0.378
H -5.541 -3.300 -0.270 0.341
H -4.633 -4.822 -0.128 0.353
C -2.873 -1.511 -2.533 0.814
C -3.114 -1.636 -4.044 -1.343
H -1.935 -0.979 -2.313 -0.959
H -3.700 -0.981 -2.038 0.474
H -3.410 -0.674 -4.472 0.391
H -2.213 -1.967 -4.574 0.331
H -3.914 -2.355 -4.260 0.376
N 0.520 -0.169 8.844 -0.378
C 0.217 0.158 7.758 -0.168
C -0.183 0.625 6.449 0.526
C -1.456 1.173 6.253 -0.558
C -1.787 1.659 4.980 -0.290
N -0.915 1.695 3.964 -0.058
C 0.299 1.152 4.148 -0.038
C 0.701 0.592 5.367 -0.389
H -2.169 1.246 7.074 0.466
H -2.800 2.024 4.788 0.294
H 0.977 1.143 3.289 0.257
H 1.693 0.153 5.451 0.455

=====

80
Properties=species:S:1:pos:R:3:mulliken_charge:R:1 method="wB97M-V/def2-TZVPD" gap_ev="5.4 / 5.2" s_squared=2.022 multiplicity=3 charge=+4 lumo_ev="-14.120 / -14.349"
C 2.794 4.350 -0.824 -0.117
C 1.778 3.749 -1.576 0.501
C 1.825 3.773 -2.982 0.061
C 2.671 4.698 -3.582 -0.563
N 3.508 5.388 -2.825 0.088
C 3.610 5.238 -1.516 -0.491
C 0.631 3.164 -1.056 -0.265
C -0.596 2.873 -0.959 -0.346
C -1.803 2.333 -0.503 0.316
C -1.879 0.962 0.101 0.580
C -2.570 0.858 1.335 -1.417
C -3.394 1.889 1.741 0.885
C -3.590 3.054 0.970 -0.356
C -2.808 3.271 -0.175 -0.796
W -1.108 -0.653 1.235 0.800
P 1.280 -0.335 0.284 0.991
H 1.123 3.170 -3.562 0.525
H 2.955 4.131 0.230 0.494
H 2.595 4.857 -4.655 0.438
H 4.329 5.828 -0.963 0.441
H -2.809 4.210 -0.731 0.571
H -0.601 -2.128 0.537 0.328
H -4.325 3.783 1.298 0.541
H -2.471 -0.053 2.045 -0.160
C 1.975 -2.053 0.578 -1.141
C 3.199 -2.544 -0.201 -1.400
H 1.167 -2.773 0.413 0.616
H 2.148 -2.114 1.660 0.586
H 3.393 -3.600 0.029 0.445
H 3.053 -2.483 -1.286 0.251
H 4.095 -1.988 0.091 0.333
C 1.657 -0.123 -1.565 -0.407
C 3.017 0.430 -2.019 -1.637
H 0.850 0.522 -1.931 0.539
H 1.514 -1.091 -2.051 0.526
H 3.027 0.536 -3.124 0.426
H 3.201 1.434 -1.593 0.338
H 3.847 -0.262 -1.778 0.333
C 2.501 0.733 1.187 -0.186
C 3.989 0.382 1.175 -1.438
H 2.133 0.696 2.213 0.469
H 2.331 1.756 0.849 -0.024
H 4.545 1.097 1.807 0.469
H 4.191 -0.618 1.593 0.374
H 4.435 0.463 0.169 0.256
Br -4.453 1.123 3.223 -0.050
P -1.909 -1.655 -0.863 0.219
C -0.665 -2.515 -1.933 -0.432
C -1.149 -3.804 -2.580 -1.547
H 0.195 -2.736 -1.286 0.248
H -0.315 -1.787 -2.679 0.527
H -0.323 -4.259 -3.146 0.464
H -1.458 -4.546 -1.833 0.326
H -1.962 -3.633 -3.297 0.296
C -2.878 -2.999 -0.101 -0.642
C -4.177 -3.369 -0.825 -1.459
H -3.042 -2.643 0.924 0.663
H -2.218 -3.876 0.005 0.562
H -4.774 -4.049 -0.216 0.482
H -4.796 -2.498 -1.037 0.373
H -3.986 -3.911 -1.755 0.316
C -2.875 -0.700 -2.053 -0.506
C -3.315 -1.398 -3.344 -1.412
H -2.276 0.172 -2.324 0.292
H -3.746 -0.280 -1.549 0.551
H -3.918 -0.732 -3.978 0.447
H -2.461 -1.690 -3.967 0.360
H -3.939 -2.279 -3.154 0.290
N 0.299 -0.764 8.214 -0.240
C 0.214 -0.551 7.060 -0.603
C 0.069 -0.321 5.611 0.712
C 0.002 -1.450 4.764 -0.760
C -0.252 -1.251 3.424 -0.190
N -0.378 0.044 2.974 0.406
C -0.315 1.145 3.733 -0.099
C -0.066 0.989 5.101 -0.682
H 0.135 -2.473 5.140 0.567
H -0.312 -2.083 2.674 0.549
H -0.392 2.104 3.234 0.631
H 0.019 1.865 5.756 0.565

=====

96
Properties=species:S:1:pos:R:3:mulliken_charge:R:1 method="wB97M-V/def2-TZVPD" gap_ev=7.4 charge=+1 lumo_ev=-3.656
Zr 1.200 -0.225 1.161 1.034
C -0.695 -2.795 4.505 -1.883
C 0.093 -2.230 3.375 1.044
N 0.168 -0.983 3.090 1.423
N -0.463 -0.062 3.885 -1.393
C -0.271 1.128 3.380 0.376
O 0.386 1.293 2.261 -0.464
C -0.791 2.319 4.063 0.539
C -1.516 2.201 5.248 -0.271
C -1.996 3.338 5.872 -0.740
C -1.754 4.591 5.321 -0.392
C -1.029 4.710 4.144 -1.037
C -0.546 3.575 3.513 -0.301
C 0.864 -3.105 2.462 0.468
C 0.867 -4.484 2.587 -0.937
C 1.608 -5.245 1.696 -0.550
C 2.324 -4.608 0.697 -1.132
C 2.269 -3.228 0.630 -0.314
N 1.569 -2.489 1.491 0.524
H -1.100 -1.989 5.107 0.369
H -0.072 -3.437 5.130 0.406
H -1.519 -3.400 4.119 0.361
H -1.693 1.220 5.665 0.488
H -2.558 3.250 6.792 0.420
H -2.129 5.478 5.815 0.410
H -0.835 5.688 3.723 0.424
H 0.031 3.651 2.602 0.463
H 0.293 -4.952 3.373 0.526
H 1.622 -6.323 1.782 0.456
H 2.914 -5.160 -0.020 0.501
H 2.807 -2.697 -0.145 0.561
F 4.100 -0.773 -0.081 -0.160
C 4.780 0.354 -0.406 0.645
F 4.837 0.427 -1.725 -0.222
F 5.992 0.274 0.096 -0.228
S 3.853 1.819 0.257 1.253
O 2.460 1.313 0.159 -0.806
O 4.188 2.898 -0.595 -0.651
N 4.297 2.039 1.723 -0.600
S 3.758 1.236 2.975 0.915
O 3.109 -0.026 2.574 -0.780
O 3.085 2.050 3.923 -0.623
C 5.328 0.663 3.744 0.574
F 5.950 -0.168 2.916 -0.191
F 5.030 0.024 4.865 -0.183
F 6.103 1.696 4.006 -0.183
N -0.168 -0.587 -0.102 0.533
P -0.836 -0.176 -1.492 -1.568
N -1.631 1.266 -1.455 0.920
C -3.039 1.346 -1.059 -0.377
C -3.738 2.432 -1.886 -0.829
C -2.749 3.544 -2.258 -0.721
C -1.718 3.715 -1.147 -0.990
C -0.869 2.444 -0.997 0.099
N 0.331 0.062 -2.628 1.029
C 1.416 -0.935 -2.691 0.197
C 1.680 -1.360 -4.127 -1.100
C 2.142 -0.166 -4.973 -0.603
C 1.496 1.135 -4.474 -1.024
C 0.135 0.855 -3.855 0.067
N -1.913 -1.319 -1.955 0.568
C -2.392 -2.387 -1.068 -0.270
C -2.722 -3.615 -1.901 -0.882
C -3.878 -3.327 -2.872 -0.591
C -3.927 -1.842 -3.254 -0.939
C -2.533 -1.233 -3.289 -0.498
H -3.107 1.577 0.011 0.272
H -3.512 0.377 -1.203 0.136
H -4.566 2.840 -1.302 0.408
H -4.170 1.998 -2.791 0.266
H -3.278 4.479 -2.440 0.483
H -2.235 3.288 -3.188 0.201
H -2.234 3.932 -0.208 0.338
H -1.063 4.563 -1.347 0.538
H -0.569 2.317 0.050 -0.587
H 0.046 2.519 -1.588 0.426
H 1.139 -1.804 -2.089 0.417
H 2.333 -0.514 -2.259 -0.398
H 0.759 -1.784 -4.536 0.264
H 2.425 -2.157 -4.141 0.438
H 1.878 -0.339 -6.017 0.374
H 3.228 -0.075 -4.936 0.328
H 1.392 1.852 -5.288 0.485
H 2.124 1.608 -3.713 0.146
H -0.498 0.331 -4.580 0.207
H -0.372 1.782 -3.597 -0.084
H -3.280 -2.063 -0.511 0.277
H -1.610 -2.597 -0.339 0.135
H -2.973 -4.449 -1.244 0.418
H -1.824 -3.904 -2.453 0.273
H -4.828 -3.613 -2.420 0.356
H -3.764 -3.939 -3.768 0.294
H -4.528 -1.283 -2.531 0.276
H -4.406 -1.709 -4.225 0.461
H -2.592 -0.184 -3.588 0.500
H -1.916 -1.751 -4.032 0.191

=====

81
Properties=species:S:1:pos:R:3:mulliken_charge:R:1 method="wB97M-V/def2-TZVPD" gap_ev=8.4 charge=+1 lumo_ev=-2.654
Na 0.464 -0.478 1.024 0.462
C 1.905 -1.328 4.841 -1.320
P 0.543 -0.613 3.853 0.647
C -0.916 -1.408 4.626 -1.351
C 0.424 1.085 4.553 0.319
C 0.393 1.231 5.942 -0.274
C 0.304 2.475 6.538 -0.899
C 0.231 3.609 5.743 -0.865
C 0.256 3.480 4.367 -0.426
C 0.358 2.230 3.751 0.250
P 0.363 2.156 1.913 0.944
C -1.161 3.097 1.534 -1.329
C 1.652 3.391 1.507 -1.085
H 1.734 -1.255 5.914 0.385
H 2.837 -0.821 4.595 0.352
H 2.007 -2.381 4.575 0.424
H -0.926 -1.302 5.711 0.454
H -0.911 -2.470 4.376 0.452
H -1.826 -0.961 4.223 0.317
H 0.449 0.357 6.577 0.251
H 0.290 2.560 7.616 0.396
H 0.156 4.589 6.194 0.400
H 0.192 4.375 3.762 0.224
H -1.136 4.116 1.919 0.388
H -2.014 2.575 1.967 0.394
H -1.300 3.130 0.453 0.399
H 1.534 4.321 2.060 0.441
H 1.591 3.618 0.441 0.127
H 2.638 2.973 1.712 0.334
C 0.332 4.075 -2.197 -1.118
C 1.243 3.543 -3.294 0.116
C 2.519 2.911 -2.751 -0.831
N 2.242 1.725 -1.947 0.466
C 2.879 0.557 -1.924 0.182
S 2.784 -0.455 -0.595 -0.412
N 3.692 0.199 -2.969 0.006
C 3.520 0.344 -4.365 -0.060
O 4.482 0.257 -5.082 -0.555
C 2.141 0.561 -4.888 0.194
C 1.034 -0.086 -4.344 0.275
C -0.216 0.095 -4.912 -0.583
C -0.367 0.925 -6.014 -0.528
C 0.738 1.556 -6.569 -0.590
C 1.993 1.364 -6.016 -0.551
H -0.542 4.568 -2.621 0.483
H 0.848 4.801 -1.564 0.319
H -0.038 3.267 -1.561 0.036
H 1.534 4.360 -3.958 0.350
H 0.710 2.812 -3.900 -0.074
H 3.045 3.627 -2.110 0.504
H 3.200 2.642 -3.556 0.391
H 1.666 1.875 -1.134 -0.356
H 4.442 -0.430 -2.724 0.305
H 1.152 -0.753 -3.499 0.494
H -1.075 -0.418 -4.500 0.460
H -1.346 1.071 -6.451 0.419
H 0.621 2.192 -7.436 0.405
H 2.871 1.827 -6.449 0.463
C -2.342 -7.083 -0.802 -1.475
C -2.399 -5.621 -0.484 0.481
C -3.357 -5.108 0.383 -0.851
C -3.419 -3.758 0.686 0.837
C -4.484 -3.270 1.628 -1.743
C -2.463 -2.890 0.122 0.522
C -2.506 -1.488 0.510 -0.727
O -1.566 -0.702 0.456 -0.486
C -1.494 -3.387 -0.782 1.477
C -0.491 -2.523 -1.490 -1.538
C -1.490 -4.743 -1.066 -0.884
H -3.172 -7.620 -0.346 0.363
H -1.410 -7.516 -0.436 0.329
H -2.375 -7.243 -1.880 0.358
H -4.078 -5.783 0.829 0.300
H -5.096 -4.105 1.961 0.356
H -5.146 -2.547 1.148 0.389
H -4.057 -2.795 2.513 0.322
H -3.472 -1.116 0.887 0.408
H -0.865 -1.519 -1.674 0.358
H -0.226 -2.981 -2.443 0.502
H 0.433 -2.434 -0.912 0.199
H -0.760 -5.130 -1.768 0.483

=====

78
Properties=species:S:1:pos:R:3:mulliken_charge:R:1 method="wB97M-V/def2-TZVPD" gap_ev="3.7 / 3.8" charge=-1 lumo_ev="2.553 / 2.562"
Sc 0.260 -0.106 0.800 -2.723
N 0.934 -2.956 2.925 -0.419
N 0.653 -1.985 -0.661 0.873
C 1.192 2.076 0.225 0.668
C 2.299 1.214 0.549 1.195
C 2.144 0.785 1.916 0.264
C 3.051 -0.130 2.671 -1.408
H 3.884 -0.461 2.034 0.340
H 2.520 -1.026 3.039 0.252
H 3.487 0.386 3.541 0.331
C 0.964 1.415 2.457 0.871
C 0.566 1.413 3.892 -1.440
H 0.966 2.295 4.427 0.282
H 0.954 0.523 4.413 0.322
H -0.523 1.428 4.011 0.251
C 0.363 2.200 1.399 0.726
C -0.840 3.072 1.537 -1.479
H -1.615 2.592 2.149 0.229
H -1.273 3.300 0.554 0.330
H -0.608 4.036 2.019 0.311
C 3.440 0.868 -0.351 -1.553
H 4.307 1.534 -0.203 0.309
H 3.149 0.955 -1.406 0.202
H 3.794 -0.158 -0.170 0.342
C 1.000 2.791 -1.076 -1.272
H -0.068 2.967 -1.275 0.228
H 1.405 2.194 -1.905 0.026
H 1.504 3.774 -1.104 0.304
C 0.333 -3.621 3.908 -0.516
H 0.846 -3.700 4.872 0.361
C -0.935 -4.197 3.774 -0.373
H -1.373 -4.740 4.617 0.340
C -1.605 -4.078 2.562 -0.432
H -2.595 -4.507 2.407 0.422
C -0.994 -3.389 1.510 -0.123
H -1.391 -3.329 0.508 0.276
C 0.311 -2.867 1.726 0.053
C 1.085 -2.170 0.697 -0.364
H 2.175 -2.115 0.852 0.540
C 0.183 -0.781 -1.211 -0.397
C 0.876 -2.903 -1.713 -0.923
H 1.185 -3.904 -1.482 0.562
C 0.625 -2.272 -2.869 -0.724
H 0.681 -2.662 -3.876 0.636
N 0.206 -0.973 -2.550 0.681
C 0.007 0.083 -3.473 -0.120
C 1.085 0.458 -4.306 1.375
C 0.924 1.577 -5.129 -0.994
H 1.731 1.849 -5.817 0.298
C -0.254 2.327 -5.109 0.809
C -0.481 3.499 -6.007 -1.530
H -1.019 4.291 -5.474 0.366
H -1.089 3.226 -6.877 0.285
H 0.473 3.879 -6.376 0.376
C -1.251 1.994 -4.187 -0.950
H -2.187 2.553 -4.141 0.408
C -1.140 0.891 -3.344 1.147
C -2.283 0.570 -2.414 -1.587
H -2.385 -0.492 -2.162 0.253
H -3.223 0.869 -2.913 0.634
H -2.276 1.161 -1.476 0.154
C 2.392 -0.279 -4.313 -1.816
H 2.300 -1.262 -4.796 0.403
H 2.825 -0.428 -3.311 0.248
H 3.117 0.324 -4.884 0.387
C -1.789 -0.923 4.594 -2.018
P -1.936 -1.077 2.656 2.203
C -3.731 -1.238 2.907 -1.490
C -2.319 -0.067 0.894 -0.880
H -2.253 -0.014 5.012 0.370
H -0.729 -0.982 4.852 0.225
H -2.313 -1.812 4.981 0.586
H -3.952 -2.317 2.961 0.246
H -4.089 -0.763 3.831 0.369
H -4.322 -0.819 2.074 0.438
H -3.133 -0.696 0.491 0.698
H -2.666 0.979 1.052 0.358
H -1.556 -0.146 0.067 -0.627